No. 1
Below is the molecule C6H15NO, with properties calculated with the ωB97M-V functional and the def2-TZVPD basis.

Calculated values
- E_HOMO (eV) = -8.9
- E (eV) = -10000.515
- gap between HOMO and LUMO (eV) = 9.886
- LUMO level (eV) = 0.953
- total charge = 0
- relative energy (zero: lowest compared OMol25 entry of this formula, charge and spin) (kJ/mol) = 312.9

Element x y z (Å)
C1 -1.616991 2.708306 -0.655963
C2 -0.503684 1.541218 -0.939287
C3 -0.931973 0.108609 -1.222763
C4 -1.252141 -0.890700 -0.013994
C5 -0.024407 -0.973458 0.949914
N1 1.333976 -1.031784 0.337062
C6 2.380485 -1.325497 1.205971
O1 2.718641 -2.742007 1.242760
H1 -1.466184 3.666603 -1.240549
H2 -1.755468 3.084788 0.384799
H3 -2.677634 2.489293 -1.010900
H4 0.257972 1.928548 -1.690890
H5 0.215777 1.648394 -0.052343
H6 -0.196361 -0.543953 -1.863742
H7 -1.848254 0.310875 -1.877988
H8 -2.053803 -0.325434 0.531202
H9 -1.592190 -1.742948 -0.411230
H10 -0.218717 -1.817423 1.643057
H11 -0.055757 0.021635 1.498864
H12 1.342209 -0.934184 -0.612476
H13 2.143172 -1.111405 2.289558
H14 3.436085 -0.892968 0.968574
H15 2.365247 -3.176508 0.540363

Cartesian forces, eV/Å:
-0.99 0.23 -1.20
2.13 2.63 1.69
-0.60 -1.49 -1.39
1.67 6.12 0.93
-0.35 1.15 0.07
-2.32 -0.15 3.24
2.66 -0.82 0.35
1.50 1.58 3.56
0.58 -1.15 0.46
0.51 -0.84 -0.51
1.27 -0.48 0.44
-1.48 -0.54 0.19
-1.12 -0.64 -0.71
-1.06 1.84 0.71
0.94 -1.10 0.75
0.45 -1.07 -0.06
-1.17 -3.39 -1.24
0.44 0.51 -0.20
-0.08 -1.33 -0.10
0.86 0.23 -2.51
-0.03 0.24 -1.32
-2.10 0.12 0.09
-1.72 -1.66 -3.25

No. 2
Below is a cluster of 3 separate species, C6H15NO in total, with properties calculated with the ωB97M-V functional and the def2-TZVPD basis.

Calculated values
- E_HOMO (spin up / spin down) (eV) = -7.0 / -6.4
- E (eV) = -9997.846
- gap between HOMO and LUMO (spin up / spin down) (eV) = 7.759 / 7.182
- LUMO level (spin up / spin down) (eV) = 0.773 / 0.783
- total charge = 0
- relative energy (zero: lowest compared OMol25 entry of this formula, charge and spin) (kJ/mol) = 570.3

Element x y z (Å)
C1 1.412369 0.015467 -0.092036
C2 -1.171777 0.039740 0.268192
C3 -0.486049 -1.037503 -0.250730
C4 1.480370 1.442898 -0.551416
C5 1.878639 -0.221162 1.322464
C6 -1.765485 1.126762 -0.565068
N1 -2.504805 -1.770900 0.063632
O1 2.098849 -0.763615 -1.034110
H1 2.142880 -1.676920 -0.727439
H2 -1.125417 0.208543 1.339108
H3 -2.910256 -1.739274 0.999394
H4 -3.210463 -1.417109 -0.582002
H5 -0.458649 -1.197360 -1.319105
H6 -0.148183 -1.840262 0.387423
H7 1.023065 1.564170 -1.534044
H8 2.529604 1.756082 -0.638164
H9 0.990485 2.109432 0.157227
H10 1.318665 0.396044 2.025290
H11 2.945021 0.023715 1.421573
H12 1.754777 -1.265963 1.621349
H13 -2.796078 1.312190 -0.256681
H14 -1.229864 2.069497 -0.431647
H15 -1.767702 0.865530 -1.623211

Cartesian forces, eV/Å:
-0.55 -0.97 -0.27
-1.41 -1.01 -0.14
2.78 1.70 0.23
-0.08 -0.05 -0.02
0.01 -0.01 -0.10
-0.14 -0.02 0.05
-0.36 0.48 0.19
0.41 -0.06 -0.10
-0.02 0.10 0.00
-0.10 -0.09 -0.01
-0.17 -0.02 -0.03
-0.17 0.05 0.14
-0.11 -0.09 0.03
-0.05 0.04 -0.04
-0.01 0.01 0.02
-0.05 -0.07 0.04
-0.03 0.01 0.00
0.00 0.01 0.02
-0.08 0.04 -0.01
-0.02 0.01 -0.02
0.03 0.00 0.00
0.05 -0.05 -0.02
0.05 0.00 0.02

No. 3
Below is a cluster of 2 separate species, C6H15NO in total, with properties calculated with the ωB97M-V functional and the def2-TZVPD basis.

Calculated values
- E_HOMO (eV) = -8.1
- E (eV) = -10002.335
- gap between HOMO and LUMO (eV) = 9.031
- LUMO level (eV) = 0.940
- total charge = 0
- relative energy (zero: lowest compared OMol25 entry of this formula, charge and spin) (kJ/mol) = 137.2

Element x y z (Å)
C1 1.541437 0.416737 0.920046
C2 0.398310 0.774119 1.845555
C3 -0.583536 1.795140 1.214666
C4 -1.082537 1.516828 -0.185925
C5 -1.770681 0.466030 -0.624123
C6 -2.106633 0.285207 -2.076988
N1 -2.216513 -0.606893 0.159509
H1 1.173193 -0.133540 0.053588
H2 2.090197 1.301056 0.599422
H3 2.340130 -0.175057 1.382766
H4 -0.183298 -0.094503 2.131773
H5 0.763009 1.262135 2.757875
H6 -0.088826 2.759473 1.180365
H7 -1.373527 1.955549 1.951981
H8 -0.638383 2.162715 -0.933833
H9 -1.695424 1.082290 -2.704397
H10 -3.179578 0.331552 -2.262368
H11 -1.740701 -0.665462 -2.441009
H12 -3.194508 -0.845358 0.180244
H13 -1.778105 -0.749771 1.054138
O1 4.397953 -3.584176 -1.122104
H14 4.532269 -4.524474 -1.264245
H15 4.842274 -3.300043 -0.316755

Cartesian forces, eV/Å:
0.60 -0.28 0.09
-0.24 0.87 -0.23
-0.01 -0.07 0.21
0.86 -0.11 0.40
-0.59 -0.14 -0.32
-0.06 0.68 -0.33
0.35 -0.30 0.45
0.13 0.13 -0.09
-0.30 0.27 -0.29
-0.42 -0.24 0.19
0.16 -0.38 0.21
0.02 -0.34 -0.01
0.28 0.21 -0.06
-0.39 -0.18 -0.17
-0.26 0.02 -0.16
0.14 -0.08 0.24
-0.21 -0.21 0.18
0.06 -0.28 -0.04
-0.02 0.12 -0.31
-0.11 0.31 0.04
-0.24 0.37 -0.24
0.21 0.05 0.35
0.04 -0.43 -0.10

No. 4
Below is a cluster of 2 separate species, C6H15NO in total, with properties calculated with the ωB97M-V functional and the def2-TZVPD basis.

Calculated values
- E_HOMO (eV) = -8.3
- E (eV) = -10000.828
- gap between HOMO and LUMO (eV) = 9.090
- LUMO level (eV) = 0.836
- total charge = 0
- relative energy (zero: lowest compared OMol25 entry of this formula, charge and spin) (kJ/mol) = 282.6

Element x y z (Å)
C1 -1.865209 -0.209249 -0.449886
C2 -0.491128 -0.697473 -0.061535
O1 -0.271232 -1.873146 0.127315
C3 0.198314 0.456157 1.243226
C4 -0.483916 0.041684 2.545985
C5 1.689764 0.139817 1.361070
H1 -2.311274 -0.877315 -1.187805
H2 -2.520607 -0.105265 0.410057
H3 -1.729519 0.768170 -0.913586
H4 0.050738 1.538043 1.115130
H5 -1.524763 0.361512 2.598864
H6 -0.451705 -1.042752 2.667374
H7 0.023344 0.445187 3.426845
H8 2.238055 0.535944 0.504392
H9 2.153941 0.569959 2.251894
H10 1.842900 -0.941542 1.366864
C6 0.290059 -0.088362 -2.982020
N1 0.607665 0.257475 -1.593043
H11 -0.772167 0.064780 -3.162881
H12 0.871335 0.492548 -3.703024
H13 0.551779 -1.139822 -3.118217
H14 0.290658 1.120668 -0.984447
H15 1.612967 0.182980 -1.462572

Cartesian forces, eV/Å:
0.54 0.46 -1.31
-0.34 0.86 4.16
0.65 0.50 -0.70
0.04 -1.91 -0.77
-0.20 -0.19 -0.10
-0.12 0.12 -0.53
-0.09 -0.06 0.11
0.19 -0.15 0.17
-0.47 0.17 0.04
-0.18 -0.20 -0.53
-0.07 -0.02 -0.03
-0.05 -0.05 -0.15
0.06 0.21 -0.13
0.14 0.03 0.02
-0.15 -0.02 0.06
-0.07 0.00 0.08
-0.15 0.73 0.40
0.20 1.47 1.83
0.03 -0.12 -0.11
-0.14 0.07 -0.03
-0.20 0.04 0.06
0.67 -1.83 -2.78
-0.27 -0.10 0.25

No. 5
Below is a cluster of 2 separate species, C6H15NO in total, with properties calculated with the ωB97M-V functional and the def2-TZVPD basis.

Calculated values
- E_HOMO (eV) = -9.5
- E (eV) = -10002.025
- gap between HOMO and LUMO (eV) = 10.470
- LUMO level (eV) = 0.921
- total charge = 0
- relative energy (zero: lowest compared OMol25 entry of this formula, charge and spin) (kJ/mol) = 167.1

Element x y z (Å)
C1 0.011666 0.851224 1.621588
C2 -1.035155 0.159308 0.778063
C3 -1.474805 -1.186235 1.309838
O1 -0.800872 0.197566 -0.671055
C4 -1.938269 0.922569 -0.073701
N1 -1.993811 2.330399 -0.090707
H1 0.509888 1.638942 1.060972
H2 0.767145 0.130424 1.927408
H3 -0.450804 1.283113 2.507539
H4 -2.225383 -1.629894 0.659855
H5 -1.892409 -1.070341 2.309063
H6 -0.619776 -1.860429 1.357195
H7 -2.901673 0.480199 -0.324603
H8 -2.318899 2.679669 -0.984268
H9 -1.097075 2.750444 0.128897
C5 1.694777 -0.927979 -2.018781
C6 2.679647 -0.999040 -0.864390
H10 0.684993 -0.628107 -1.648511
H11 2.002584 -0.182199 -2.748062
H12 1.614419 -1.889154 -2.522962
H13 3.683406 -1.225749 -1.220656
H14 2.388522 -1.775456 -0.158971
H15 2.711883 -0.049275 -0.333753

Cartesian forces, eV/Å:
-0.18 -0.02 -0.28
0.13 -0.15 -0.35
0.07 0.24 -0.23
-0.93 0.49 1.02
0.14 -0.27 -0.18
0.29 0.00 -0.04
0.02 0.04 -0.01
0.07 -0.01 0.07
0.02 0.00 0.12
-0.05 -0.01 -0.02
0.00 -0.05 0.08
0.03 -0.03 0.06
0.17 -0.04 -0.02
0.04 0.00 0.08
-0.16 -0.01 -0.08
-0.85 0.24 0.34
-0.04 -0.01 -0.13
0.98 -0.41 -0.50
0.06 0.04 -0.14
-0.02 -0.05 -0.10
0.11 -0.01 0.08
0.03 -0.04 0.12
0.07 0.06 0.11